1.
{
  "formula": "C20H30N2O3S",
  "method": "ωB97M-V/def2-TZVPD",
  "elements": ["H", "C", "C", "C", "N", "H", "H", "O", "C", "C", "C", "H", "H", "H", "H", "H", "H", "C", "H", "C", "H", "C", "H", "H", "H", "H", "C", "C", "C", "H", "C", "H", "H", "H", "C", "S", "C", "H", "O", "H", "C", "H", "C", "H", "H", "H", "N", "H", "C", "C", "H", "H", "O", "C", "H", "H"],
  "xyz": [[3.9831, 1.4000, -1.8096], [-1.9706, 0.2385, 0.2792], [0.5468, -3.0924, -0.5946], [0.8945, 4.3328, 0.7024], [2.5397, -2.2366, 0.6320], [4.9745, -2.0014, -0.2378], [0.3791, -4.0437, -0.0910], [-3.1703, 3.5562, 0.9469], [2.5225, 0.3240, 0.5882], [-3.7447, -1.2952, -0.2860], [-0.5481, 4.2487, 0.3018], [-0.9481, 0.4292, 0.5604], [-5.4250, -3.9843, -0.9838], [-0.5934, 2.2644, -0.3334], [2.6147, -3.6184, -0.9326], [-5.7493, -2.4016, -1.7334], [1.1973, 5.1078, 1.3888], [-2.8673, 1.3066, 0.2258], [0.1272, -1.0327, 2.0862], [-4.2008, 1.0576, -0.0495], [1.6621, -3.6294, 1.8494], [-4.6352, -0.2340, -0.3027], [1.4315, 3.4047, 0.8284], [-1.2577, 4.9517, 0.7175], [4.0852, -0.9714, -1.3547], [-5.6780, -0.4006, -0.5203], [-5.4042, -2.9072, -0.8252], [4.4475, -1.0566, -0.3339], [3.2996, -1.0121, 0.6744], [2.1738, -1.9709, -1.4129], [3.0381, 1.9168, -1.6778], [-4.8944, 1.8833, -0.0671], [3.7487, -0.9920, 1.6799], [-0.4363, -2.6965, 2.1540], [0.4723, 4.7199, -0.6874], [1.7859, 0.7750, -1.0252], [0.2379, -2.0178, 1.6292], [3.1512, 2.7607, -1.0023], [-1.5780, -2.1493, 0.0012], [2.6678, 2.2591, -2.6390], [1.6867, -2.5386, 1.7546], [2.1486, -2.1429, 2.6616], [-2.3824, -1.0536, 0.0135], [0.1247, -1.0331, -0.3150], [0.1540, -3.1726, -1.6078], [0.4851, 5.7635, -0.9595], [-1.1462, 2.9687, 0.1322], [5.1461, -0.2456, -0.1389], [-2.4328, 2.7081, 0.4786], [2.0348, -2.7308, -0.6425], [-6.0689, -2.6515, 0.0067], [0.7292, 4.0537, -1.4974], [-4.0654, -2.5935, -0.5343], [-0.1803, -1.9788, 0.1522], [3.1912, 1.1432, 0.8529], [1.6966, 0.3106, 1.2977]],
  "e_above_lowest_kcal_mol": 56.8,
  "spin_multiplicity": 1,
  "gap_ev": 8.5725,
  "e_homo_ev": -8.0,
  "smiles": "COc1ccc(C(=O)NC2CC2)cc1OC1CCN([C@@H](C)CSC)CC1",
  "lumo_energy_ev": 0.573
}

---

2.
{
  "formula": "C3HClFNO",
  "method": "ωB97M-V/def2-TZVPD",
  "elements": ["N", "O", "H", "C", "Cl", "F", "C", "C"],
  "xyz": [[1.1607, -0.5292, 0.2260], [-0.7249, 0.6638, 0.6929], [0.4766, -0.9652, -1.8535], [0.4769, 0.0406, 1.1226], [0.8059, 0.0017, 2.7325], [-1.8151, 0.6991, -1.2925], [-0.7386, 0.4089, -0.6482], [0.3586, -0.3198, -0.9799]],
  "e_above_lowest_kcal_mol": 8.2,
  "spin_multiplicity": 1,
  "gap_ev": 10.1754,
  "e_homo_ev": -9.5,
  "smiles": "Fc1cnc(Cl)o1",
  "lumo_energy_ev": 0.715
}

---

3.
{
  "formula": "C2H2Br2O",
  "method": "ωB97M-V/def2-TZVPD",
  "elements": ["O", "Br", "H", "H", "C", "C", "Br"],
  "xyz": [[-1.2159, -0.4176, 1.0533], [-0.4827, -1.4948, -2.3737], [0.3975, 0.9147, 0.8726], [1.4788, -0.3461, -2.0246], [-0.3696, 0.3143, 1.3758], [0.5328, 0.0423, -2.2832], [-0.3409, 0.9871, 3.3799]],
  "e_above_lowest_kcal_mol": 81.7,
  "spin_multiplicity": 1,
  "gap_ev": 8.0774,
  "e_homo_ev": -9.6,
  "lumo_energy_ev": -1.479
}

---

4.
{
  "formula": "C2H4ClNiO8",
  "method": "ωB97M-V/def2-TZVPD",
  "elements": ["H", "H", "O", "O", "O", "H", "O", "C", "C", "O", "Ni", "H", "Cl", "O", "O", "O"],
  "xyz": [[3.9040, 12.9649, -25.9353], [5.2779, 12.1945, -22.1784], [0.2822, 10.7655, -23.1280], [4.7829, 12.3634, -22.9801], [1.8821, 11.8904, -22.2606], [3.9636, 14.4398, -25.5991], [0.9773, 14.3565, -24.2626], [-0.2177, 14.0315, -24.4525], [1.4718, 11.0602, -23.0215], [-1.0543, 14.3477, -23.6440], [2.5573, 13.3302, -23.5953], [4.8520, 11.5504, -23.4806], [3.4282, 15.3487, -21.9194], [-0.4279, 13.0502, -25.1169], [3.6331, 13.6022, -25.2745], [1.9289, 11.3732, -24.1072]],
  "spin_multiplicity": 4,
  "charge": -2,
  "s_squared": 3.764,
  "gap_ev": [4.6455, 4.5813],
  "e_homo_ev": [0.4, 0.4],
  "lumo_energy_ev": [5.006, 4.995]
}

---

Molecular weight, record by record: 378.54; 121.50; 201.85; 250.19 g mol⁻¹